The following is a DFT calculation (ωB97M-V/def2-TZVPD) of a structure of composition C20H17Cl4CsN2O5Te in a non-equilibrium geometry.

The geometry in XYZ format:
```
50
Properties=species:S:1:pos:R:3:mulliken_charge:R:1
Cs -1.30 0.29 -1.47 1.2405
Cl -4.16 6.48 -0.93 -0.2636
C -2.91 5.26 -0.79 0.1375
C -1.60 5.57 -1.07 0.0725
Cl -1.16 7.18 -1.60 -0.2663
C -0.62 4.56 -0.96 0.1168
Cl 1.05 4.96 -1.30 -0.2465
C -0.90 3.25 -0.58 -0.1077
O -0.02 2.31 -0.49 -0.7736
C -2.31 2.92 -0.25 0.3170
O -2.62 1.74 0.12 -1.1095
C -3.25 3.96 -0.39 0.3226
Cl -4.90 3.57 0.01 -0.2635
C 1.46 -2.92 -0.13 -0.3737
O 0.69 -4.08 -0.35 -0.6538
H 1.68 -2.77 0.94 0.2797
H 0.96 -2.02 -0.48 0.0617
H 2.41 -3.01 -0.66 0.1685
H -0.24 -3.86 -0.12 0.5213
C -4.29 -4.30 1.04 -1.0943
N -3.94 -3.45 -0.08 0.0951
C -4.95 -2.85 -0.79 -0.0453
C -4.69 -2.05 -1.83 -0.8745
C -3.29 -1.78 -2.17 0.8109
O -3.02 -0.96 -3.06 -0.8058
N -2.31 -2.39 -1.44 -0.6190
C -2.60 -3.23 -0.43 0.6591
O -1.73 -3.83 0.22 -0.9231
H -4.91 -5.14 0.71 0.3198
H -4.84 -3.73 1.79 0.3207
H -3.37 -4.68 1.47 0.2986
H -5.95 -3.08 -0.45 0.3644
H -5.49 -1.57 -2.38 0.3679
C 4.16 0.19 -1.05 -1.2389
Te 2.40 1.42 -1.25 0.2530
C 2.20 0.82 0.79 -0.9839
C 3.60 0.69 1.31 0.6169
C 3.94 0.90 2.64 -0.6684
C 5.27 0.81 3.05 -0.4902
C 6.26 0.50 2.14 -0.4673
C 5.93 0.28 0.80 -0.6395
C 4.61 0.37 0.38 0.6448
H 4.93 0.46 -1.77 0.4617
H 3.85 -0.84 -1.22 0.1801
H 1.68 -0.14 0.81 0.2404
H 1.59 1.56 1.29 0.4825
H 3.17 1.16 3.35 0.4403
H 5.52 0.99 4.09 0.3689
H 7.30 0.44 2.45 0.3584
H 6.70 0.05 0.08 0.3868
```

For the gap between HOMO and LUMO, the calculation gives 4.86 eV. The value obtained for the molecular weight is 767.7 g mol⁻¹. Its spin multiplicity is 1. Its relative energy (zero: lowest compared OMol25 entry of this formula, charge and spin) is 0.610 eV. As for the charge: -2. The total energy is -92166.8769 eV.



The following is a DFT calculation (ωB97M-V/def2-TZVPD) of a structure of composition C20H17Cl5N2ReSe2 in a non-equilibrium geometry.

The geometry in XYZ format:
```
47
Properties=species:S:1:pos:R:3:nbo_charge:R:1
Re 0.00 1.04 0.45 1.2261
Cl -2.25 0.00 -2.51 0.0790
C -2.89 0.72 -1.10 0.0524
C -2.04 1.06 -0.05 -0.4582
C -2.65 1.68 1.05 -0.0532
Cl -1.39 2.17 2.16 0.1796
C -3.99 1.93 1.21 -0.0907
Cl -4.63 2.64 2.62 0.1261
C -4.82 1.58 0.11 -0.0450
Cl -6.48 1.94 0.17 0.1567
C -4.27 0.99 -1.03 -0.1172
Cl -5.28 0.61 -2.36 0.1254
Se 0.65 -2.21 2.02 0.3154
Se 1.25 -1.18 0.01 0.5739
C 2.61 -0.07 0.93 0.0202
C 3.92 -0.38 1.21 -0.2328
C 4.64 0.52 1.99 -0.0839
C 4.01 1.67 2.44 -0.2140
C 2.69 1.91 2.08 0.0927
N 2.00 1.06 1.33 -0.5864
C -0.87 -2.90 1.08 0.0231
C -1.85 -3.69 1.67 -0.2515
C -2.89 -4.11 0.85 -0.1116
C -2.88 -3.76 -0.50 -0.2330
C -1.85 -2.96 -0.98 0.0723
N -0.88 -2.52 -0.19 -0.5216
H 4.36 -1.30 0.85 0.2661
H 5.66 0.30 2.27 0.2625
H 4.54 2.38 3.06 0.2656
H 2.18 2.80 2.43 0.2319
H -1.79 -3.97 2.71 0.2490
H -3.70 -4.70 1.26 0.2521
H -3.65 -4.10 -1.17 0.2529
H -1.80 -2.66 -2.01 0.2248
C 1.73 3.10 -3.15 -0.5927
C 1.71 2.55 -1.71 -0.2685
C 1.66 3.70 -0.69 -0.6052
C 0.48 1.66 -1.61 -0.5620
H 2.62 3.71 -3.29 0.2360
H 0.86 3.71 -3.33 0.2151
H 1.75 2.29 -3.87 0.2208
H 2.62 1.96 -1.56 0.2011
H 0.75 3.64 -0.07 0.1732
H 1.64 4.66 -1.18 0.2523
H 2.52 3.67 -0.03 0.2179
H 0.61 0.78 -2.24 0.2313
H -0.38 2.23 -1.96 0.2321
```

For the gap between HOMO and LUMO (alpha / beta), the calculation gives 6.51 / 6.65 eV. The value obtained for the molecular weight is 806.8 g mol⁻¹. Its spin multiplicity is 4. Its relative energy (zero: lowest compared OMol25 entry of this formula, charge and spin) is 0.895 eV. As for the charge: +2. Its expectation value of S² is 3.82. The total energy is -219412.9319 eV.



- Which value of relative energy (zero: lowest compared OMol25 entry of this formula, charge and spin) does entry 2 give?
  0.895 eV



- Among the records above, which one has the highest charge?
  C20H17Cl5N2ReSe2



- Which of these has the highest total energy?
  C20H17Cl4CsN2O5Te